{
  "formula": "C61H71MnN2O2Sb",
  "method": "the ωB97M-V functional and the def2-TZVPD basis",
  "multiplicity": 6,
  "homo_ev": [-6.09, -6.19],
  "de_lowest_kcal_mol": 0.00,
  "species": ["Mn", "C", "C", "C", "C", "C", "C", "C", "N", "C", "C", "C", "C", "C", "C", "O", "C", "C", "C", "C", "C", "C", "C", "C", "C", "O", "C", "C", "C", "C", "C", "C", "H", "H", "H", "H", "H", "H", "H", "H", "H", "H", "H", "H", "H", "H", "H", "H", "H", "H", "H", "H", "H", "H", "H", "H", "H", "H", "H", "H", "H", "H", "H", "H", "H", "H", "H", "H", "H", "H", "H", "H", "N", "C", "C", "C", "C", "C", "C", "C", "C", "C", "C", "C", "C", "H", "H", "H", "H", "H", "H", "H", "H", "H", "H", "C", "C", "C", "C", "C", "C", "C", "Sb", "C", "C", "C", "C", "C", "C", "C", "C", "C", "C", "C", "C", "C", "C", "H", "H", "H", "H", "H", "H", "H", "H", "H", "H", "H", "H", "H", "H", "H", "H", "H", "H", "H", "H", "H"],
  "positions_angstrom": [[0.049, -0.373, -0.842], [4.508, 5.074, -1.712], [3.148, 5.518, -1.155], [3.301, 5.844, 0.338], [2.737, 6.798, -1.881], [2.118, 4.399, -1.322], [2.387, 3.148, -0.766], [1.467, 2.107, -0.815], [1.615, 0.801, -0.298], [2.748, 0.340, 0.323], [3.703, 1.105, 1.024], [4.907, 0.567, 1.440], [5.191, -0.763, 1.132], [4.235, -1.616, 0.587], [2.989, -1.049, 0.316], [1.849, -1.865, 0.070], [4.616, -3.056, 0.192], [3.929, -4.132, 1.044], [4.250, -3.269, -1.285], [6.125, -3.282, 0.329], [5.948, 1.396, 2.193], [5.494, 2.839, 2.414], [7.257, 1.429, 1.391], [6.208, 0.755, 3.564], [0.258, 2.309, -1.545], [-0.586, 1.269, -1.660], [-0.015, 3.546, -2.135], [0.913, 4.581, -1.975], [-1.304, 3.770, -2.932], [-1.388, 5.177, -3.531], [-2.513, 3.586, -2.004], [-1.370, 2.785, -4.108], [5.251, 5.864, -1.574], [4.432, 4.855, -2.779], [4.878, 4.177, -1.214], [4.016, 6.659, 0.484], [3.655, 4.977, 0.898], [2.341, 6.146, 0.763], [3.510, 7.558, -1.747], [1.802, 7.201, -1.488], [2.614, 6.629, -2.953], [3.352, 2.995, -0.317], [3.456, 2.124, 1.263], [6.173, -1.149, 1.355], [2.893, -4.274, 0.754], [3.960, -3.888, 2.108], [4.440, -5.088, 0.900], [3.180, -3.143, -1.452], [4.525, -4.281, -1.595], [4.784, -2.559, -1.919], [6.453, -3.233, 1.369], [6.700, -2.561, -0.254], [6.363, -4.280, -0.045], [5.335, 3.359, 1.467], [6.264, 3.383, 2.965], [4.571, 2.891, 2.994], [7.090, 1.858, 0.401], [7.676, 0.431, 1.259], [8.000, 2.039, 1.909], [5.290, 0.730, 4.156], [6.956, 1.328, 4.115], [6.570, -0.269, 3.462], [0.692, 5.543, -2.408], [-1.441, 5.949, -2.760], [-2.295, 5.251, -4.135], [-0.536, 5.393, -4.178], [-3.447, 3.623, -2.574], [-2.461, 2.630, -1.484], [-2.539, 4.381, -1.256], [-0.533, 2.959, -4.789], [-2.298, 2.928, -4.668], [-1.315, 1.757, -3.761], [-1.264, -2.120, -0.557], [-0.732, -3.361, -1.055], [-1.119, -3.832, -2.299], [-0.602, -5.030, -2.771], [0.280, -5.763, -1.992], [0.653, -5.287, -0.744], [0.168, -4.075, -0.266], [0.535, -3.568, 1.081], [0.102, -4.235, 2.223], [0.445, -3.788, 3.489], [1.202, -2.634, 3.617], [1.645, -1.948, 2.496], [1.338, -2.434, 1.232], [-2.142, -1.900, -1.027], [-1.473, -2.195, 0.440], [-1.833, -3.270, -2.887], [-0.901, -5.392, -3.745], [0.676, -6.702, -2.354], [1.339, -5.854, -0.127], [-0.506, -5.123, 2.101], [0.117, -4.331, 4.364], [1.465, -2.261, 4.599], [2.265, -1.068, 2.601], [-6.221, 0.842, 2.940], [-7.136, 0.402, 1.827], [-8.514, 0.422, 2.028], [-9.399, 0.084, 1.016], [-8.912, -0.272, -0.232], [-7.543, -0.305, -0.444], [-6.644, 0.001, 0.577], [-4.570, 0.202, 0.076], [-3.714, -0.987, 1.678], [-4.400, -2.092, 2.183], [-3.937, -2.811, 3.275], [-2.768, -2.411, 3.902], [-2.085, -1.305, 3.425], [-2.532, -0.585, 2.316], [-1.685, 0.572, 1.856], [-4.426, -1.174, -1.601], [-3.632, -0.610, -2.609], [-3.443, -1.228, -3.837], [-4.074, -2.433, -4.089], [-4.860, -3.009, -3.104], [-5.048, -2.410, -1.858], [-5.888, -3.170, -0.868], [-5.608, 0.020, 3.311], [-6.794, 1.242, 3.775], [-5.539, 1.628, 2.601], [-8.898, 0.724, 2.995], [-10.465, 0.114, 1.198], [-9.592, -0.519, -1.038], [-7.169, -0.584, -1.424], [-5.341, -2.382, 1.743], [-4.498, -3.661, 3.642], [-2.394, -2.947, 4.764], [-1.175, -0.988, 3.919], [-1.039, 0.908, 2.667], [-2.246, 1.426, 1.478], [-0.992, 0.259, 1.068], [-3.151, 0.349, -2.434], [-2.826, -0.756, -4.592], [-3.962, -2.923, -5.048], [-5.352, -3.955, -3.301], [-5.298, -3.963, -0.403], [-6.734, -3.641, -1.370], [-6.285, -2.533, -0.088]],
  "forces_ev_per_a": [[0.36, 0.08, -0.05], [0.00, 0.01, -0.01], [0.01, -0.01, -0.01], [0.00, -0.01, 0.00], [0.00, 0.00, 0.00], [-0.01, -0.01, 0.01], [-0.02, -0.01, -0.02], [-0.04, -0.02, 0.01], [-0.06, -0.09, 0.11], [0.00, -0.03, -0.05], [0.00, 0.01, -0.04], [0.01, 0.01, 0.01], [-0.01, -0.02, 0.08], [-0.01, 0.00, -0.06], [-0.02, 0.06, -0.01], [0.07, -0.08, 0.02], [-0.05, 0.01, 0.01], [0.02, 0.01, 0.02], [-0.02, -0.02, 0.01], [0.02, 0.01, -0.02], [0.00, 0.00, -0.02], [0.00, 0.00, 0.00], [0.00, 0.01, 0.00], [0.00, 0.00, 0.00], [0.05, 0.00, 0.09], [-0.26, -0.22, -0.04], [-0.04, 0.08, 0.05], [0.07, -0.02, -0.10], [-0.01, -0.03, 0.03], [-0.02, 0.01, 0.02], [-0.03, -0.05, -0.02], [0.03, -0.01, -0.01], [0.00, 0.00, 0.00], [0.00, 0.00, 0.00], [0.00, 0.00, 0.00], [0.01, -0.01, 0.00], [-0.01, 0.00, 0.00], [0.00, 0.01, 0.00], [0.00, 0.00, 0.00], [0.00, 0.00, 0.00], [0.00, 0.00, 0.00], [0.00, 0.01, 0.01], [0.01, -0.01, 0.00], [0.00, 0.00, 0.00], [-0.04, 0.00, 0.03], [0.01, 0.00, 0.00], [-0.01, 0.00, -0.01], [0.01, -0.01, -0.01], [0.01, 0.00, 0.00], [0.01, 0.00, 0.00], [0.00, -0.01, 0.00], [0.00, 0.01, 0.01], [0.00, 0.00, 0.00], [0.00, 0.00, 0.00], [0.00, 0.00, 0.00], [0.00, 0.00, 0.00], [0.00, 0.00, 0.00], [0.00, 0.00, 0.00], [0.00, 0.00, 0.00], [0.00, 0.00, 0.00], [0.00, 0.00, 0.00], [0.00, 0.00, 0.00], [-0.01, 0.01, 0.01], [0.03, -0.01, 0.01], [-0.01, 0.00, 0.01], [-0.02, 0.00, -0.02], [0.00, 0.03, -0.01], [-0.02, -0.03, -0.01], [0.00, 0.00, 0.00], [-0.01, 0.00, 0.00], [-0.01, 0.00, 0.00], [-0.02, -0.06, 0.02], [-0.04, 0.17, -0.07], [0.01, -0.03, 0.03], [0.00, 0.02, -0.02], [0.00, 0.02, -0.01], [0.01, -0.01, 0.01], [0.03, 0.02, -0.01], [-0.04, -0.03, 0.01], [-0.06, 0.03, 0.01], [0.00, 0.00, -0.02], [0.02, 0.00, 0.01], [-0.01, 0.00, 0.01], [0.01, 0.00, 0.00], [-0.01, 0.02, -0.02], [-0.04, -0.06, 0.02], [-0.01, -0.01, 0.00], [0.00, 0.01, 0.00], [-0.01, 0.00, 0.00], [0.00, 0.00, 0.00], [0.00, 0.00, 0.00], [-0.01, 0.00, 0.00], [-0.01, 0.00, 0.01], [0.00, 0.00, 0.00], [0.00, -0.01, -0.01], [0.00, 0.01, 0.00], [0.01, 0.00, 0.01], [0.01, -0.02, 0.00], [0.00, -0.01, -0.01], [-0.01, -0.01, 0.01], [0.02, -0.06, 0.01], [-0.02, 0.05, -0.07], [0.11, -0.04, 0.09], [-0.16, -0.03, -0.06], [0.03, -0.04, 0.05], [-0.01, 0.03, -0.03], [-0.01, 0.03, -0.02], [0.03, -0.05, 0.01], [0.07, -0.01, 0.00], [0.13, 0.00, 0.17], [-0.08, 0.04, -0.05], [0.05, 0.11, 0.00], [0.04, 0.09, -0.03], [-0.02, -0.02, -0.01], [0.01, 0.02, -0.01], [0.11, -0.07, -0.02], [0.01, 0.01, 0.03], [-0.01, 0.00, 0.01], [0.00, 0.01, 0.00], [0.01, -0.01, 0.00], [0.00, 0.00, 0.00], [0.00, 0.00, 0.00], [0.00, 0.00, 0.00], [0.00, 0.01, 0.00], [-0.12, -0.05, -0.10], [0.00, 0.00, 0.00], [0.00, 0.00, 0.00], [0.02, 0.01, 0.00], [-0.04, 0.08, 0.00], [-0.02, -0.06, -0.05], [-0.07, 0.12, -0.03], [0.04, 0.02, -0.02], [0.00, 0.02, 0.02], [0.01, -0.01, 0.00], [0.00, 0.00, 0.00], [0.00, 0.01, 0.03], [0.02, -0.02, 0.00], [-0.02, 0.06, 0.09]],
  "lowdin_spin": [4.623, 0.000, 0.000, 0.000, 0.000, 0.003, 0.002, 0.010, 0.053, 0.010, 0.006, 0.000, 0.006, 0.000, 0.009, 0.045, 0.000, 0.000, 0.000, 0.000, 0.000, 0.000, 0.000, 0.000, 0.012, 0.108, 0.003, 0.001, 0.001, 0.000, 0.001, 0.000, 0.000, 0.000, 0.000, 0.000, 0.000, 0.000, 0.000, 0.000, 0.000, 0.000, 0.000, 0.000, 0.000, 0.000, 0.000, 0.000, 0.000, 0.000, 0.000, 0.000, 0.000, 0.000, 0.000, 0.000, 0.000, 0.000, 0.000, 0.000, 0.000, 0.000, 0.000, 0.000, 0.000, 0.000, 0.000, 0.000, 0.000, 0.000, 0.000, 0.000, 0.032, 0.008, 0.004, 0.000, 0.003, 0.000, 0.003, 0.002, 0.000, 0.001, 0.000, 0.001, 0.007, 0.006, 0.004, 0.000, 0.000, 0.000, 0.000, 0.000, 0.000, 0.000, 0.000, 0.000, 0.000, 0.000, 0.000, 0.000, 0.000, 0.000, 0.000, 0.001, 0.000, 0.001, 0.000, 0.001, 0.000, 0.019, 0.000, 0.000, 0.000, 0.000, 0.000, 0.000, 0.000, 0.000, 0.000, 0.000, 0.000, 0.000, 0.000, 0.000, 0.000, 0.000, 0.000, 0.000, 0.000, 0.000, 0.011, 0.000, 0.000, 0.000, 0.000, 0.000, 0.000, 0.000]
}


{
  "formula": "C21H31BF7INO5PSi2",
  "method": "the ωB97M-V functional and the def2-TZVPD basis",
  "homo_ev": -8.07,
  "species": ["C", "C", "P", "C", "Si", "C", "C", "C", "I", "O", "Si", "C", "C", "C", "C", "O", "O", "C", "C", "O", "C", "C", "C", "C", "C", "C", "C", "F", "F", "C", "F", "F", "C", "F", "F", "F", "B", "N", "O", "H", "H", "H", "H", "H", "H", "H", "H", "H", "H", "H", "H", "H", "H", "H", "H", "H", "H", "H", "H", "H", "H", "H", "H", "H", "H", "H", "H", "H", "H", "H"],
  "positions_angstrom": [[-5.362, -0.668, 0.117], [-5.038, 0.108, -1.248], [-3.870, 1.626, -1.022], [-4.152, 2.405, 0.709], [-1.732, 0.957, -1.212], [-1.180, 1.825, -2.868], [0.151, 1.209, -3.515], [-0.243, 0.600, -4.983], [1.636, 2.780, -3.939], [-0.792, 1.625, 0.036], [-0.112, 0.607, 1.230], [1.017, 1.832, 2.244], [2.231, 1.123, 3.011], [3.687, 1.374, 2.339], [4.668, 0.282, 3.032], [5.539, 0.661, 3.843], [4.548, -1.120, 2.790], [1.158, -0.700, 0.545], [2.109, -0.120, -0.597], [2.193, 1.098, -0.875], [3.011, -1.221, -1.371], [4.389, -1.659, -0.753], [5.227, -2.746, -1.468], [4.703, -3.402, -2.772], [3.354, -2.935, -3.366], [2.471, -1.840, -2.677], [-1.335, -0.326, 2.377], [-2.705, -0.303, 1.968], [-0.952, -1.729, 2.327], [-1.318, 0.032, 3.933], [-2.267, -0.879, 4.532], [-0.087, -0.302, 4.594], [-1.804, 1.494, 4.354], [-0.759, 2.134, 5.095], [-2.862, 1.362, 5.313], [-2.327, 2.291, 3.329], [-1.792, -0.948, -1.493], [-2.091, -2.031, -0.485], [-1.567, -1.434, -2.868], [-5.676, -0.003, 0.987], [-4.521, -1.408, 0.397], [-6.277, -1.345, -0.105], [-4.708, -0.568, -2.112], [-6.037, 0.579, -1.596], [-5.132, 3.012, 0.595], [-3.349, 3.165, 0.989], [-4.355, 1.637, 1.525], [-0.930, 2.908, -2.542], [-2.077, 1.905, -3.567], [0.565, 0.343, -2.904], [0.404, 1.021, -5.822], [-1.344, 0.783, -5.247], [-0.114, -0.550, -5.003], [1.495, 2.491, 1.418], [0.389, 2.547, 2.874], [2.078, 0.010, 3.247], [2.298, 1.633, 4.049], [4.044, 2.385, 2.750], [3.690, 1.308, 1.203], [3.622, -1.429, 2.916], [0.635, -1.638, 0.129], [1.857, -1.098, 1.373], [4.770, -1.193, 0.210], [6.209, -3.068, -0.994], [5.285, -4.235, -3.311], [2.954, -3.403, -4.320], [1.477, -1.590, -3.174], [-1.291, -2.695, -0.581], [-2.935, -2.551, -0.769], [-0.775, -2.016, -2.820]],
  "forces_ev_per_a": [[-0.52, -1.58, -0.94], [-1.17, 0.45, 0.99], [-0.59, 0.44, 0.02], [-1.37, 0.08, 0.18], [-0.11, 2.68, -0.89], [0.88, 1.04, 0.97], [-1.94, -0.81, -1.79], [0.11, -0.78, -0.17], [-0.39, -0.71, 0.56], [-0.07, -2.54, 1.05], [2.34, 2.43, -1.04], [0.27, 0.15, -0.80], [0.25, 0.83, 1.18], [-0.21, -1.07, 1.35], [1.87, 1.52, 2.20], [-2.90, -1.48, -3.09], [-0.77, 1.69, 0.25], [0.21, -0.78, -0.85], [0.73, 1.38, -0.70], [-0.32, -3.95, 1.03], [1.13, -1.69, -1.09], [-1.34, -1.73, -3.47], [-3.36, 1.13, -1.13], [-2.10, 2.54, 1.38], [0.91, 1.39, 2.95], [3.99, -1.76, 1.42], [-1.44, -2.40, 0.41], [2.55, 0.32, 0.96], [-0.57, 2.58, 0.40], [-0.78, -2.69, 1.79], [2.00, 2.00, -1.37], [-2.62, 1.18, -2.05], [-1.19, 1.44, 2.96], [-2.53, -1.14, -2.50], [2.52, 0.41, -2.52], [1.89, -1.88, 2.19], [0.09, -3.71, -1.42], [0.95, 0.47, -0.73], [0.74, 1.00, 2.00], [0.72, -0.78, -1.26], [-1.21, 1.55, -0.14], [1.34, 1.05, 0.44], [-0.20, 0.91, 1.35], [1.64, -0.70, 0.42], [1.55, -0.92, 0.17], [-0.88, -1.31, -0.49], [0.63, 1.10, -0.94], [-0.62, -1.60, -0.45], [1.35, -0.28, 0.72], [-0.10, 1.62, -0.65], [-0.91, -0.54, 1.23], [1.64, -0.12, 0.52], [-0.14, 1.81, 0.12], [-0.95, -1.03, 1.16], [1.06, -1.02, -0.58], [-0.02, 1.58, -0.53], [-0.06, -1.03, -1.56], [-0.32, -1.59, -1.07], [-0.01, 0.09, 1.52], [0.80, 0.52, -0.32], [0.88, 1.30, 0.61], [-1.15, 0.61, -1.21], [-0.66, -0.69, -1.44], [-1.49, 0.46, -0.83], [-0.98, 1.58, 1.06], [0.71, 0.66, 1.42], [1.60, -0.11, 0.94], [-0.96, 0.23, 0.22], [0.52, 0.19, 0.13], [-0.96, 0.00, -0.26]],
  "lowdin_charge": [-0.182, -0.450, 0.818, -0.351, 0.394, -0.340, -0.756, -0.191, 0.778, -0.300, 0.643, -0.200, -0.236, -0.069, -0.395, 0.068, 0.017, -0.117, -0.344, -0.001, -0.084, 0.002, -0.055, -0.069, -0.058, -0.010, -0.297, 0.014, -0.006, -0.206, 0.059, 0.070, -0.302, 0.079, 0.082, 0.111, -0.587, 0.087, 0.001, 0.065, 0.057, 0.078, 0.079, 0.071, 0.044, 0.042, 0.014, 0.062, 0.075, 0.029, 0.032, 0.078, 0.067, 0.105, 0.079, 0.083, 0.131, 0.135, 0.107, 0.097, 0.091, 0.097, 0.083, 0.093, 0.096, 0.087, 0.073, 0.077, 0.077, 0.081]
}


These records have max |F| values of 0.0073, 0.0891 hartree/bohr, in the order they appear.